A molecular structure, C25H47Cl2LuNO3P2S in a non-equilibrium geometry, computed with ωB97M-V/def2-TZVPD.

```
82
Properties=species:S:1:pos:R:3:forces:R:3
Lu -0.026 -0.419 0.923 1.59 0.80 -3.17
Cl -0.565 1.720 -0.336 -0.60 0.77 0.36
P 0.749 0.914 3.028 -0.68 -1.31 -1.07
C -0.412 2.295 3.372 0.25 0.20 0.30
C 0.687 -0.399 4.360 0.39 0.89 0.56
C 2.433 1.524 2.627 -0.15 0.28 0.47
C -1.840 2.074 2.820 0.01 0.00 -0.12
H 0.024 3.146 2.816 -0.08 -0.28 0.23
C -0.398 2.583 4.870 -0.24 0.51 0.23
H -0.925 1.795 5.426 0.11 0.22 -0.09
H -0.909 3.537 5.054 0.02 -0.21 0.16
H 0.621 2.663 5.268 -0.26 -0.01 -0.02
H -1.863 2.188 1.726 0.11 -0.11 0.38
H -2.512 2.834 3.245 0.15 -0.15 0.03
H -2.260 1.084 3.053 0.18 0.25 0.07
H 2.240 2.293 1.854 -0.08 -0.31 0.34
C 3.387 0.478 2.005 0.04 -0.09 -0.02
C 2.969 2.174 3.898 0.70 0.32 -0.04
H 2.401 3.079 4.148 0.15 -0.17 0.00
H 4.019 2.460 3.756 -0.10 0.04 0.16
H 2.915 1.482 4.753 0.10 0.18 -0.21
H 2.882 -0.361 1.502 0.07 0.35 0.11
H 4.070 0.063 2.758 -0.15 0.11 -0.05
H 3.993 0.967 1.228 -0.16 -0.13 0.27
C -0.737 -0.982 4.482 0.05 0.02 0.00
H 0.953 0.143 5.289 -0.19 -0.57 -0.01
C 1.714 -1.516 4.100 -0.06 0.00 -0.10
H -1.477 -0.234 4.793 0.17 -0.15 -0.11
H -0.729 -1.780 5.237 0.02 0.17 -0.11
H -1.104 -1.441 3.546 0.24 0.22 0.24
H 1.573 -1.999 3.117 0.03 0.23 0.32
H 1.587 -2.300 4.859 0.04 0.18 -0.07
H 2.748 -1.155 4.147 -0.24 -0.05 0.01
Cl 1.263 -2.518 0.599 -0.05 -1.02 0.53
H 1.351 0.012 -0.379 0.53 -0.11 0.13
P -0.747 -0.269 -3.309 0.77 -0.65 4.40
C 0.454 0.821 -4.155 -0.31 -0.09 -0.70
C -0.621 -2.098 -3.678 -0.24 0.40 -1.27
C -2.441 0.439 -3.270 0.15 0.08 -0.93
C 1.788 0.934 -3.388 -0.16 -0.13 -0.03
H -0.005 1.827 -4.134 -0.05 -0.39 -0.07
C 0.600 0.356 -5.602 0.42 0.42 -0.46
H 1.117 -0.608 -5.652 -0.08 0.09 0.00
H 1.184 1.077 -6.187 0.09 -0.10 -0.06
H -0.372 0.247 -6.097 0.15 -0.01 0.12
H 1.649 1.511 -2.467 -0.04 -0.25 -0.12
H 2.538 1.437 -4.012 -0.07 -0.01 -0.02
H 2.183 -0.045 -3.089 -0.13 0.22 -0.08
H -2.252 1.488 -2.975 0.10 -0.36 -0.28
C -3.381 -0.137 -2.184 0.14 -0.04 0.18
C -2.984 0.376 -4.698 -0.79 0.28 -0.09
H -2.432 1.052 -5.362 -0.05 -0.13 0.11
H -4.043 0.662 -4.741 -0.03 0.02 -0.12
H -2.897 -0.639 -5.108 -0.09 0.14 0.10
H -2.856 -0.781 -1.467 -0.12 0.18 -0.36
H -4.229 -0.696 -2.607 0.30 0.07 0.05
H -3.792 0.675 -1.567 0.05 -0.19 -0.27
C 0.809 -2.592 -3.395 -0.02 0.03 0.15
H -0.851 -2.233 -4.751 0.08 -0.45 0.19
C -1.617 -2.922 -2.842 0.01 0.16 0.05
H 1.572 -2.104 -4.014 -0.20 -0.01 0.12
H 0.872 -3.670 -3.595 -0.08 0.13 -0.02
H 1.066 -2.437 -2.336 -0.07 0.09 -0.30
H -1.373 -2.860 -1.770 -0.02 0.10 -0.26
H -1.552 -3.981 -3.129 0.05 0.20 -0.01
H -2.658 -2.605 -2.971 0.20 -0.03 -0.02
O -5.939 -2.749 -0.431 0.07 0.19 0.34
S -5.434 -2.362 0.862 1.32 0.00 0.07
O -6.374 -1.966 1.878 0.16 0.15 -0.25
N -4.175 -1.291 0.702 -0.02 0.17 0.35
C -3.027 -1.779 1.121 -0.10 1.69 -0.86
O -1.916 -1.104 1.089 -2.95 -1.71 0.41
C -3.077 -3.169 1.589 0.39 -1.19 0.13
C -2.025 -4.024 1.959 -0.25 0.63 -0.12
C -2.337 -5.339 2.294 -0.28 -0.14 0.02
C -3.665 -5.799 2.237 -0.01 0.50 -0.10
C -4.704 -4.941 1.829 0.59 -0.11 0.18
C -4.374 -3.635 1.504 -0.17 -1.13 0.30
H -0.995 -3.646 1.940 -0.38 -0.24 0.04
H -1.539 -6.024 2.597 -0.30 0.24 -0.15
H -3.883 -6.832 2.502 0.01 0.20 -0.07
H -5.733 -5.269 1.765 0.04 -0.13 0.00
```
Forces are in eV/Å.

Output
HOMO	-3.265	eV
orbital gap	5.68	eV
max |F|	4.5	eV/A
E_tot	-4498.221197	a.u.
net charge	-1



2 unconnected molecules or ions with the total composition C5H16NO2 in a non-equilibrium geometry, computed with ωB97M-V/def2-TZVPD.

```
24
Properties=species:S:1:pos:R:3:forces:R:3
C 1.607 0.428 0.647 0.62 -0.56 0.97
O 2.034 1.642 0.109 -1.16 -0.67 -1.81
C 0.212 0.006 0.138 0.71 2.59 4.26
C -0.467 -0.803 1.276 1.16 0.84 -1.29
C -1.669 -1.443 0.664 0.14 1.70 -2.67
C -1.388 -2.544 -0.383 -0.35 -0.73 0.69
N -0.594 1.409 -0.035 4.11 -2.19 -2.08
H 1.763 0.359 1.765 -1.16 0.72 -0.74
H 2.399 -0.240 0.422 0.17 -1.62 -1.02
H 2.336 2.132 0.814 1.31 2.14 2.16
H 0.228 -0.461 -0.775 -0.12 -0.87 -2.22
H 0.257 -1.530 1.687 -0.27 0.17 -0.33
H -0.644 -0.076 2.085 -0.34 -0.38 -0.10
H -2.267 -1.729 1.438 -1.97 -1.26 1.77
H -2.244 -0.619 0.108 0.38 -1.03 0.89
H -0.348 -2.875 -0.420 0.01 -0.26 0.62
H -2.070 -3.397 -0.165 0.76 0.42 -0.35
H -1.541 -2.257 -1.410 -0.54 0.44 -0.29
H -1.518 1.202 -0.203 -2.68 -0.33 -0.69
H -0.099 1.931 -0.812 -0.43 -0.40 0.38
H -0.493 1.925 0.781 0.17 1.22 1.99
H 2.258 1.992 -2.222 -3.62 1.59 -0.21
H 0.975 2.532 -3.284 1.60 -0.55 4.28
O 1.274 2.416 -2.227 1.51 -1.00 -4.19
```
Forces are in eV/Å.

Output
HOMO	-14.596	eV
ΔE to the lowest compared entry with this formula, charge and spin	50.27	kcal/mol
orbital gap	11.55	eV
max |F|	5.1	eV/A
E_tot	-405.040023	a.u.
net charge	+1



A molecular structure, IO6V3 in a non-equilibrium geometry, computed with ωB97M-V/def2-TZVPD.

```
10
Properties=species:S:1:pos:R:3:forces:R:3
O 1.462 -5.025 -2.703 -2.44 1.95 -1.19
V 0.625 -3.740 -3.125 -2.40 -1.28 -0.81
O -0.859 -3.944 -3.827 4.83 -0.35 2.29
O -0.099 4.791 -2.971 0.15 -0.16 -0.22
V 0.463 4.780 -1.551 -1.58 1.19 1.11
O -0.486 5.757 -0.762 1.44 -1.38 -0.82
O 0.817 -1.464 5.087 -5.63 3.45 -1.11
V -0.475 -0.453 4.668 -0.43 -3.81 2.45
O -2.025 -0.736 5.254 6.18 0.35 -1.78
I 0.576 0.034 -0.071 -0.11 0.04 0.09
```
Forces are in eV/Å.

Output
HOMO	-13.790	eV
ΔE to the lowest compared entry with this formula, charge and spin	134.35	kcal/mol
orbital gap	3.81	eV
max |F|	6.7	eV/A
E_tot	-3580.143472	a.u.
net charge	+2



C5H11NO2 in the gas phase in a non-equilibrium geometry, computed with ωB97M-V/def2-TZVPD.

```
19
Properties=species:S:1:pos:R:3:forces:R:3
O -1.047 1.045 -2.061 1.21 -0.06 -0.18
C 0.074 0.679 -1.817 1.41 -0.11 0.43
O 1.204 0.862 -2.659 -1.48 -0.61 1.87
C 0.550 -0.117 -0.528 1.82 0.25 -2.66
C -0.082 0.382 0.767 0.60 -0.58 -1.62
C -1.554 0.066 0.818 -1.93 1.77 0.12
C 0.767 -0.047 1.924 -2.34 -4.10 1.14
N 0.490 -1.516 -1.000 -1.33 -1.56 1.74
H 1.046 1.602 -3.229 -0.49 0.59 -0.87
H 1.683 0.060 -0.470 -1.60 0.18 0.03
H 0.127 1.423 0.680 -0.58 1.26 -0.12
H -1.862 -0.976 0.728 0.55 -0.18 -0.08
H -1.987 0.417 1.782 0.26 -0.19 -0.47
H -2.122 0.644 0.007 0.89 -0.88 1.10
H 0.071 -0.925 2.433 2.40 1.41 -1.05
H 1.790 -0.363 1.660 -0.59 -0.03 0.26
H 0.766 0.644 2.704 0.28 1.44 1.12
H -0.342 -1.726 -1.598 0.81 0.37 1.00
H 0.429 -2.154 -0.141 0.10 1.02 -1.76
```
Forces are in eV/Å.

Output
HOMO	-9.553	eV
ΔE to the lowest compared entry with this formula, charge and spin	35.74	kcal/mol
orbital gap	10.33	eV
max |F|	4.9	eV/A
E_tot	-402.321187	a.u.
SMILES	CC(C)[C@@H](N)C(=O)O



A molecular structure, C15H21ClF5O2P2Pd in a non-equilibrium geometry, computed with ωB97M-V/def2-TZVPD.

```
47
Properties=species:S:1:pos:R:3:forces:R:3
C -4.955 0.488 0.212 -2.51 0.22 -0.73
C -3.811 -0.218 0.501 3.88 0.02 2.86
H -5.563 0.528 1.122 -0.17 -0.11 -0.02
H -5.475 -0.040 -0.595 -0.34 0.31 -0.06
H -4.624 1.469 -0.127 -0.40 0.03 0.06
O -2.975 -0.618 1.170 -1.65 -0.43 -1.29
Cl -2.561 1.054 -1.145 1.46 -0.31 -0.72
Pd 1.089 0.250 -0.386 -2.05 1.00 -0.82
P -0.979 -1.480 -1.191 -0.82 -2.26 -2.22
C -0.774 -3.140 -0.488 0.02 0.37 1.50
C -2.580 -1.792 -2.031 -0.83 0.73 -0.12
H -2.447 -2.580 -2.792 0.06 0.21 0.45
H -0.217 -2.446 -3.304 0.06 0.21 0.32
H -2.959 -0.871 -2.507 0.27 -0.76 -0.01
H 0.080 -0.669 -3.133 0.29 -0.38 -0.42
H -1.480 -3.173 0.348 0.22 -0.48 0.09
H -3.342 -2.122 -1.306 0.29 -0.07 -0.22
C 0.123 -1.646 -2.630 0.62 1.44 0.22
H -1.031 -3.925 -1.210 -0.03 0.43 -0.13
H 1.140 -1.835 -2.252 -0.29 -0.05 -0.47
H 0.239 -3.296 -0.121 -0.12 -0.10 0.10
P -0.497 1.850 1.097 -0.27 3.11 1.18
C -0.075 1.862 2.859 0.00 -1.44 0.29
C 0.623 3.150 0.486 0.54 -0.87 -1.15
H -2.478 2.970 0.168 0.48 0.25 0.99
H -1.900 3.798 1.675 0.26 -0.52 -0.02
H -2.816 2.246 1.759 0.34 0.34 -0.08
C -2.063 2.820 1.189 -1.05 -0.44 -0.81
H 0.435 3.276 -0.593 0.22 0.32 0.31
H 0.459 4.099 1.018 -0.01 -0.34 -0.05
H -0.146 2.852 3.325 -0.10 0.02 -0.53
H 0.925 1.463 3.021 -0.02 -0.02 0.13
H 1.649 2.774 0.643 -0.23 0.56 -0.08
H -0.800 1.202 3.343 0.20 0.03 0.30
C 1.466 -0.917 1.124 0.61 -0.52 0.39
O 0.930 -1.452 2.003 -0.52 -0.20 0.46
F 3.175 1.199 1.911 0.94 -1.82 -2.24
C 3.593 0.355 0.891 -2.24 1.05 2.85
C 2.777 -0.745 0.522 0.21 0.65 0.96
C 3.356 -1.728 -0.331 -2.47 -2.07 0.29
F 2.652 -2.856 -0.579 1.30 1.85 0.47
C 4.556 -1.501 -0.933 3.82 -0.42 -2.76
F 5.079 -2.430 -1.768 -1.09 1.72 1.67
C 5.272 -0.304 -0.719 2.14 -0.58 -0.47
F 6.521 -0.141 -1.223 -2.31 -0.22 0.66
C 4.817 0.587 0.282 3.46 2.44 0.08
F 5.590 1.632 0.694 -2.16 -2.86 -1.20
```
Forces are in eV/Å.

Output
HOMO (spin up / spin down)	-16.780 / -19.611	eV
ΔE to the lowest compared entry with this formula, charge and spin	14.75	kcal/mol
multiplicity	5
orbital gap (spin up / spin down)	6.77 / 5.38	eV
max |F|	4.8	eV/A
E_tot	-2503.367693	a.u.
net charge	+3